[1]
DFT (ωB97M-V with the def2-TZVPD basis set) results for a 2-piece molecular cluster, C4H4O overall in a non-equilibrium geometry.

As for the energy: -229.73946 Eh. The calculation puts the relative energy (zero: lowest compared OMol25 entry of this formula, charge and spin) at 181.0 kcal/mol. Its net charge is 0. The HOMO energy comes out at -0.379 Eh. The value obtained for the strongest force on any atom is 4.3 eV Å⁻¹.

```
9
Properties=species:S:1:pos:R:3:forces:R:3:mulliken_charge:R:1
C 1.56863 0.22773 0.02758 -1.304 -1.634 0.737 0.28
C 2.53470 1.06469 -0.11184 0.219 0.319 -0.048 -0.36
C 0.20636 -0.30054 0.33658 -0.494 0.429 3.882 0.28
C -1.00679 0.07213 -0.39812 0.943 -1.282 -1.651 -1.27
O 1.19093 -1.15646 -0.06882 0.113 0.636 -0.323 -0.31
H -0.37410 -0.48691 1.95984 1.896 0.445 -3.851 0.19
H -0.91721 0.51384 -1.36469 0.883 -0.025 -1.002 0.40
H -1.50847 0.78360 0.10219 -1.559 2.555 2.298 0.42
H -1.69404 -0.71808 -0.48273 -0.696 -1.444 -0.041 0.36
```
Positions in Å, forces in eV/Å.


[2]
DFT (ωB97M-V with the def2-TZVPD basis set) results for a single C4H4O molecule in a non-equilibrium geometry.

As for the SMILES: C=CC=C=O. As for the energy: -229.89128 Eh. The calculation puts the relative energy (zero: lowest compared OMol25 entry of this formula, charge and spin) at 85.8 kcal/mol. Its net charge is 0. The HOMO energy comes out at -0.310 Eh. The value obtained for the strongest force on any atom is 6.1 eV Å⁻¹.

```
9
Properties=species:S:1:pos:R:3:forces:R:3:mulliken_charge:R:1
C -0.61183 -0.86642 -0.24441 2.535 -2.803 -2.477 -0.55
C 0.66882 -0.37176 -0.30017 -5.028 3.225 -1.146 -0.23
C 0.66643 0.96058 -0.87522 0.768 -0.321 1.404 -0.52
C 1.49470 1.91369 -0.55497 2.179 -0.944 -0.836 0.39
O 2.52131 2.43678 -0.51275 0.237 1.542 0.840 -0.34
H -0.40397 -2.08171 -0.50296 -2.129 2.933 1.475 0.22
H -1.27277 -0.05436 -0.68003 -0.300 -2.340 0.143 0.22
H 1.34329 -0.44775 0.41365 3.991 -2.071 2.561 0.40
H -0.04550 1.20147 -1.55079 -2.252 0.778 -1.964 0.40
```
Positions in Å, forces in eV/Å.


Q: Look up the strongest force on any atom of the second one.
A: 6.1 eV Å⁻¹


Q: Which value of strongest force on any atom does entry 1 give?
A: 4.3 eV Å⁻¹